Record 1
Computed, not measured: 5 unconnected molecules or ions with the total composition C33H28NO11 in a non-equilibrium geometry, with wB97M-V/def2-TZVPD.

Values from the calculation:
Lowest unoccupied orbital energy (eV): -5.65
Gap between HOMO and LUMO (Eh): 0.2337

Geometry as ORCA input:
```
! wB97M-V def2-TZVPD RIJCOSX def2/J DEFGRID3
* xyz 1 1
C 2.013 -0.582 -0.131
C 2.597 0.005 -1.556
O 3.374 1.248 -1.436
C 2.546 2.390 -1.015
O 1.527 2.815 -1.987
C 0.304 3.147 -1.183
O 0.018 4.375 -0.731
C -0.722 1.854 -0.936
C -1.518 1.548 0.464
C -2.450 0.159 0.481
N -2.551 -0.754 -0.740
C -1.865 -0.492 -2.064
C -0.917 0.839 -2.209
H 1.942 0.208 0.730
H 0.959 -1.089 -0.279
H 2.781 -1.411 0.251
H 3.354 -0.826 -1.960
H 1.761 0.078 -2.404
H 2.021 2.269 0.023
H 3.293 3.313 -0.896
H -1.416 2.266 1.395
H -3.014 -0.123 1.479
H -3.129 -1.645 -0.680
H -1.945 -1.217 -3.009
H -0.359 1.083 -3.213
C 2.550 -6.310 2.760
C 1.938 -5.140 2.551
C 2.614 -4.039 1.838
O 2.056 -2.967 1.647
C 3.992 -4.280 1.364
C 4.604 -5.450 1.574
C 3.927 -6.551 2.287
O 4.486 -7.623 2.478
H 2.068 -7.128 3.282
H 0.927 -4.948 2.891
H 4.473 -3.462 0.843
H 5.614 -5.642 1.234
C -0.463 6.006 2.642
C -0.605 4.679 2.570
C -0.780 3.861 3.786
O -0.908 2.646 3.722
C -0.795 4.566 5.083
C -0.654 5.893 5.155
C -0.478 6.711 3.939
O -0.351 7.926 4.003
H -0.333 6.621 1.759
H -0.597 4.148 1.626
H -0.925 3.951 5.965
H -0.662 6.424 6.099
C -0.715 -8.960 -1.434
C 0.135 -8.909 -0.403
C -0.017 -7.901 0.665
O 0.761 -7.853 1.608
C -1.144 -6.954 0.551
C -1.993 -7.005 -0.480
C -1.841 -8.013 -1.548
O -2.619 -8.061 -2.491
H -0.617 -9.692 -2.227
H 0.966 -9.597 -0.305
H -1.241 -6.222 1.343
H -2.824 -6.317 -0.578
C -1.333 5.512 -3.306
C -1.163 6.836 -3.243
C -2.247 7.767 -3.616
O -2.091 8.979 -3.560
C -3.526 7.177 -4.059
C -3.696 5.853 -4.122
C -2.612 4.923 -3.750
O -2.767 3.711 -3.805
H -0.548 4.816 -3.037
H -0.231 7.284 -2.919
H -4.311 7.873 -4.328
H -4.628 5.405 -4.446
*
```

Record 2
Computed, not measured: a molecular structure, C33H29AsN4OPPdSe in a non-equilibrium geometry, with wB97M-V/def2-TZVPD.

Values from the calculation:
<S²>: 2.01
Lowest unoccupied orbital energy (alpha / beta) (eV): -3.17 / -3.20
Gap between HOMO and LUMO (alpha / beta) (Eh): 0.2310 / 0.2806

Geometry as ORCA input:
```
! wB97M-V def2-TZVPD RIJCOSX def2/J DEFGRID3
* xyz 1 3
Pd 13.013 9.971 9.734
Se 20.902 9.718 10.800
N 19.542 10.337 11.781
C 18.408 9.897 11.210
C 17.133 10.391 11.591
C 16.927 11.265 12.628
C 15.671 11.717 12.938
C 14.664 11.336 12.065
N 14.791 10.551 11.044
C 16.003 10.075 10.770
C 16.078 9.283 9.555
N 14.958 8.948 8.883
C 15.018 8.274 7.739
C 16.273 7.741 7.262
C 17.439 8.052 7.965
C 17.346 8.810 9.143
C 18.546 9.194 9.942
N 19.800 9.010 9.561
H 17.790 11.402 13.320
H 15.518 12.328 13.838
H 13.603 11.597 12.297
H 13.993 8.177 7.291
H 16.332 7.041 6.407
H 18.382 7.631 7.614
C 6.873 11.691 10.404
C 7.447 10.433 10.664
C 8.795 10.479 10.941
C 9.562 11.600 10.809
C 8.951 12.814 10.550
C 7.587 12.839 10.362
P 11.351 11.430 10.866
C 11.912 13.076 11.332
C 11.468 13.673 12.521
C 11.593 14.980 12.788
C 12.448 15.706 11.978
C 13.059 15.151 10.886
C 12.785 13.837 10.570
C 11.584 10.083 12.124
C 10.971 9.950 13.406
C 11.193 8.755 14.055
C 12.030 7.710 13.465
C 12.719 7.928 12.291
C 12.460 9.108 11.586
H 5.838 11.779 10.073
H 6.827 9.542 10.723
H 9.307 9.598 11.308
H 9.572 13.725 10.579
H 7.164 13.818 10.092
H 10.750 13.118 13.164
H 11.046 15.370 13.699
H 12.603 16.741 12.108
H 13.582 15.790 10.128
H 13.183 13.402 9.688
H 10.431 10.747 13.924
H 10.750 8.525 15.019
H 12.272 6.766 13.985
H 13.405 7.136 11.901
C 12.606 12.683 6.681
As 11.516 11.208 6.632
C 9.813 11.953 7.198
C 11.237 10.657 4.764
O 12.071 9.996 7.590
H 12.598 13.202 5.692
H 13.665 12.429 6.815
H 12.326 13.288 7.509
H 9.945 12.993 6.930
H 9.509 11.729 8.221
H 9.011 11.439 6.584
H 10.783 11.538 4.302
H 10.671 9.728 4.770
H 12.190 10.383 4.355
*
```

Record 3
Computed, not measured: a molecular structure, C33H29Br2CsN11O3S2, with wB97M-V/def2-TZVPD.

Values from the calculation:
Lowest unoccupied orbital energy (eV): 1.46
Gap between HOMO and LUMO (Eh): 0.2285

Geometry as ORCA input:
```
! wB97M-V def2-TZVPD RIJCOSX def2/J DEFGRID3
* xyz -1 1
Cs 0.209 -0.249 0.116
C -3.014 1.013 4.192
C -2.340 0.630 2.903
N -1.633 1.421 2.194
N -1.563 2.717 2.610
C -0.639 3.591 2.128
N -0.890 4.875 2.543
S 0.692 3.215 1.230
C -2.479 -0.768 2.399
C -2.259 -1.842 3.252
C -2.306 -3.122 2.730
C -2.599 -3.284 1.386
C -2.827 -2.152 0.616
N -2.769 -0.914 1.105
H -3.826 1.725 4.009
H -2.305 1.470 4.887
H -3.451 0.142 4.671
H -2.173 3.037 3.350
H -1.853 5.165 2.624
H -0.268 5.556 2.141
H -1.973 -1.679 4.282
H -2.082 -3.974 3.358
H -2.634 -4.264 0.930
H -3.038 -2.236 -0.445
C 3.963 -1.251 -1.248
C 3.093 -2.175 -2.051
C 3.633 -3.366 -2.587
C 2.836 -4.194 -3.316
C 1.471 -3.875 -3.511
C 0.558 -4.678 -4.236
Br 1.135 -6.287 -5.077
C -0.756 -4.317 -4.339
C -1.215 -3.151 -3.729
Br -3.062 -2.715 -3.861
C -0.405 -2.272 -2.986
O -0.822 -1.227 -2.418
C 1.003 -2.681 -2.916
N 1.833 -1.852 -2.223
H 4.869 -0.989 -1.798
H 4.269 -1.730 -0.315
H 3.426 -0.334 -1.005
H 4.673 -3.606 -2.409
H 3.231 -5.106 -3.742
H -1.449 -4.937 -4.890
O 0.609 -1.534 2.896
N 1.731 -1.792 2.394
C 2.524 -2.635 3.053
C 3.787 -2.929 2.467
N 4.810 -3.156 1.986
C 2.129 -3.241 4.283
N 1.797 -3.724 5.275
C 0.220 0.575 -4.770
C 0.905 1.620 -3.929
N 1.610 1.149 -2.874
O 0.825 2.819 -4.171
H -0.079 1.007 -5.721
H -0.651 0.200 -4.227
H 0.870 -0.286 -4.935
H 1.645 0.158 -2.646
H 2.042 1.829 -2.270
S -4.009 3.325 -5.023
C -3.063 2.831 -3.612
C -3.262 1.548 -3.119
C -2.583 1.167 -1.972
N -1.720 1.958 -1.336
C -1.539 3.183 -1.820
C -2.198 3.677 -2.934
C -2.897 4.309 -5.979
C -1.514 4.175 -5.972
C -0.779 4.981 -6.828
N -1.304 5.866 -7.675
C -2.631 5.971 -7.675
C -3.464 5.234 -6.851
H -3.906 0.844 -3.629
H -2.715 0.172 -1.565
H -0.820 3.803 -1.294
H -2.008 4.686 -3.273
H -0.993 3.485 -5.319
H 0.303 4.900 -6.828
H -3.056 6.694 -8.363
H -4.536 5.381 -6.883
*
```